(one)
C4H9NO3 | ωB97M-V/def2-TZVPD

Its HOMO energy is -9.6 eV. The SMILES is C[C@@H](O)[C@H](N)C(=O)O. As for the charge: 0. The value obtained for the molecular weight is 119.12 g mol⁻¹.

Each line ends with the natural charge from an NBO analysis.
CARTESIAN COORDINATES (ANGSTROEM)
C  1.91336  -0.55669  -0.43688  -0.6387
C  0.64001  -0.28285  0.33938  0.0993
O  0.88463  0.46891  1.42853  -0.7052
C  -0.47841  0.33598  -0.41562  -0.1904
N  -0.56281  1.81276  -0.42905  -0.8080
C  -1.78344  -0.14442  0.16949  0.7886
O  -2.76434  0.44479  0.50026  -0.5747
O  -1.79635  -1.51768  0.06730  -0.7250
H  2.66562  -1.17820  0.23889  0.2061
H  2.45409  0.34904  -0.71954  0.2109
H  1.78759  -1.15877  -1.30111  0.2249
H  0.29579  -1.38768  0.65578  0.1778
H  1.86862  0.58176  1.43819  0.4797
H  -0.47836  -0.05712  -1.39432  0.2241
H  -1.40386  2.05488  -0.88382  0.3643
H  -0.58387  2.13774  0.49178  0.3704
H  -2.65826  -1.90245  0.25074  0.4961

***

(two)
C4H9NO3 | ωB97M-V/def2-TZVPD

Its HOMO energy is -9.9 eV. As for the charge: 0. The value obtained for the molecular weight is 119.12 g mol⁻¹.

Each line ends with the natural charge from an NBO analysis.
CARTESIAN COORDINATES (ANGSTROEM)
C  0.36876  -1.51869  0.74954  -0.6418
C  0.06903  -0.18072  0.36536  -0.0676
C  -1.38910  -0.20107  -0.31567  -0.0526
C  1.00963  0.26604  -0.72814  0.7919
H  -0.27463  -2.03604  1.49535  0.2127
H  0.56899  -2.10320  -0.22776  0.2544
H  1.37032  -1.64467  1.34038  0.2450
H  -1.18762  0.75899  1.68184  0.3880
H  0.29237  1.72668  1.21604  0.3834
H  -1.51657  0.86577  -0.71887  0.1806
H  -1.37994  -0.92976  -1.14831  0.1800
H  -1.80163  -1.15837  1.40947  0.4536
H  1.58820  1.93175  -1.65556  0.5184
N  -0.01309  0.71708  1.58561  -0.8557
O  -2.32575  -0.29439  0.63345  -0.6802
O  1.20156  1.59117  -0.76791  -0.7018
O  1.38447  -0.37478  -1.73034  -0.6085

***

Need the numbers? Relative energies in kcal/mol: (one) 0.0; (two) 52.1.

***

(one)
C4H9NO3 | ωB97M-V/def2-TZVPD

Its HOMO energy is -8.1 eV. The SMILES is C/C(O)=C/O.NC=O. As for the charge: 0. The value obtained for the molecular weight is 119.12 g mol⁻¹.

Each line ends with the natural charge from an NBO analysis.
CARTESIAN COORDINATES (ANGSTROEM)
C  -0.56168  1.97449  0.65096  -0.6474
C  0.29062  1.07603  -0.18336  0.2130
O  0.10552  1.20466  -1.54887  -0.6964
C  1.35122  0.39367  0.28283  0.0254
O  2.18087  -0.28909  -0.56192  -0.7176
H  -0.37374  3.02493  0.40983  0.2236
H  -0.37690  1.82998  1.72016  0.2248
H  -1.61881  1.76595  0.45712  0.2107
H  0.78904  0.63709  -1.95780  0.4894
H  1.59465  0.29462  1.33334  0.1827
H  2.62227  -0.98243  -0.03433  0.4979
N  -1.20830  -1.91478  -0.76537  -0.8162
C  -0.87252  -1.80985  0.55155  0.5305
O  0.12692  -2.35221  1.02698  -0.6296
H  -0.46687  -2.19524  -1.39414  0.3978
H  -1.91490  -1.30268  -1.15251  0.3948
H  -1.66737  -1.35515  1.16552  0.1165

***

(two)
C4H9NO3 | ωB97M-V/def2-TZVPD

Its HOMO energy is -9.1 eV. As for the charge: 0. The value obtained for the molecular weight is 119.12 g mol⁻¹.

Each line ends with the natural charge from an NBO analysis.
CARTESIAN COORDINATES (ANGSTROEM)
C  0.97040  -1.40698  -1.09428  -0.6537
C  0.69763  -0.08528  -0.44645  -0.3281
C  1.64027  0.63430  0.17698  -0.3757
H  -0.15254  0.97113  -0.87449  0.4794
H  0.46483  -2.21328  -0.55281  0.2121
H  0.58084  -1.42808  -2.11440  0.2282
H  2.03797  -1.64621  -1.12258  0.2086
H  1.42649  1.61107  0.60096  0.1929
H  2.68237  0.31862  0.22942  0.1915
C  -1.30358  0.24942  -0.12968  0.9597
N  -1.06411  1.00603  2.10702  -0.4810
O  -1.53252  0.00759  1.19376  -0.3966
O  -1.90429  -0.70369  -0.85886  -0.6604
O  -1.27162  1.46305  -0.60119  -0.7809
H  -2.03713  -1.49063  -0.30930  0.4973
H  -0.06301  0.82187  2.18702  0.3456
H  -1.17200  1.89106  1.60887  0.3611

***

(three)
C4H9NO3 | ωB97M-V/def2-TZVPD

Its HOMO energy is -9.4 eV. The SMILES is N[C@H](C=O)CC=O.O. As for the charge: 0. The value obtained for the molecular weight is 119.12 g mol⁻¹.

Each line ends with the natural charge from an NBO analysis.
CARTESIAN COORDINATES (ANGSTROEM)
N  -1.76043  -0.34147  -2.23502  -0.8567
C  -0.69969  0.47967  -1.66934  -0.1415
C  0.66833  -0.01074  -2.22085  0.4010
O  1.45774  0.86025  -2.46731  -0.5241
C  -0.74987  0.47642  -0.11674  -0.5101
C  -1.59086  1.64104  0.32465  0.4166
O  -2.57490  1.42084  1.06553  -0.5159
H  -2.01203  -1.16735  -1.76041  0.3736
H  -1.70082  -0.42705  -3.28566  0.3774
H  -0.78096  1.54996  -2.14149  0.2212
H  0.93433  -1.05943  -2.56006  0.1318
H  -1.14279  -0.58945  0.26215  0.2430
H  0.37789  0.71140  0.25258  0.2471
H  -1.24557  2.66507  -0.00912  0.1367
O  3.91955  -2.24545  5.41397  -0.9467
H  3.84818  -1.44037  5.99504  0.4756
H  3.05190  -2.52333  5.15209  0.4711

***

Need the numbers? Relative energies in kcal/mol: (one) 0.0; (two) 106.1; (three) 35.9.

***

(one)
C4H9NO3 | ωB97M-V/def2-TZVPD

Its HOMO energy is -8.8 eV. As for the charge: 0. The value obtained for the molecular weight is 119.12 g mol⁻¹.

Each line ends with the natural charge from an NBO analysis.
CARTESIAN COORDINATES (ANGSTROEM)
C  -1.48944  0.00407  -0.17318  0.6349
C  -2.89575  -0.41715  -0.00320  -0.7244
C  1.53105  0.02382  0.07925  0.8262
C  2.96130  0.02728  -0.31684  -0.7225
H  -0.08712  1.28000  0.96303  0.4293
H  -1.64754  1.56301  1.18972  0.3536
H  -3.29616  -1.21834  -0.80872  0.2359
H  -3.81860  0.29954  -0.07591  0.2380
H  -2.87084  -0.98491  0.95111  0.2303
H  0.22711  -0.96024  0.91766  0.4976
H  3.12914  0.93840  -0.90198  0.2387
H  3.63212  -0.04554  0.51440  0.2382
H  3.14950  -0.79118  -1.01585  0.2462
N  -1.17000  1.28081  0.24673  -0.8312
O  -0.75887  -0.70393  -0.72860  -0.5929
O  0.71124  0.86239  -0.23341  -0.6280
O  1.18880  -1.01778  0.83991  -0.6698

***

(two)
C4H9NO3 | ωB97M-V/def2-TZVPD

Its HOMO energy is -9.6 eV. The SMILES is C[C@@H](O)[C@H](N)C(=O)O. As for the charge: 0. The value obtained for the molecular weight is 119.12 g mol⁻¹.

Each line ends with the natural charge from an NBO analysis.
CARTESIAN COORDINATES (ANGSTROEM)
C  1.29988  0.03925  1.27439  -0.6618
C  1.12419  0.10453  -0.25785  0.1065
O  1.68518  -0.95321  -0.88425  -0.7151
C  -0.25335  0.33513  -0.79683  -0.1795
N  -0.78683  1.60311  -0.59644  -0.7979
C  -1.22483  -0.74089  -0.25332  0.7666
O  -0.96165  -1.89653  -0.20965  -0.5953
O  -2.30123  -0.26019  0.41595  -0.6981
H  1.18097  0.90823  1.88391  0.2153
H  2.35586  -0.30997  1.53380  0.2362
H  0.62114  -0.69323  1.70093  0.2080
H  1.77637  0.96707  -0.68295  0.1845
H  1.08203  -1.63523  -1.14467  0.4879
H  -0.18712  0.23009  -1.93081  0.2208
H  -1.78051  1.56132  -0.88057  0.3711
H  -0.69420  1.70001  0.41557  0.3538
H  -2.93589  -0.95952  0.41280  0.4970

***

Need the numbers? Relative energies in kcal/mol: (one) 81.1; (two) 0.0.

***

(one)
C4H9NO3 | ωB97M-V/def2-TZVPD

Its HOMO energy is -9.7 eV. The SMILES is C[C@@H](CO)NC(=O)O. As for the charge: 0. The value obtained for the molecular weight is 119.12 g mol⁻¹.

Each line ends with the natural charge from an NBO analysis.
CARTESIAN COORDINATES (ANGSTROEM)
C  1.75570  -0.34208  1.05071  -0.6289
C  0.35536  0.27918  0.85526  -0.0633
C  0.63144  1.86868  0.77390  -0.0696
O  1.24431  2.25236  -0.47538  -0.7306
N  -0.17966  -0.17045  -0.42140  -0.6660
C  -1.18569  -1.12010  -0.47889  0.8890
O  -1.60926  -1.62625  0.52420  -0.6335
O  -1.42519  -1.38630  -1.78496  -0.7010
H  2.24083  0.21878  1.83998  0.2080
H  1.65575  -1.35766  1.45383  0.2271
H  2.23124  -0.36058  0.06314  0.2017
H  -0.33583  0.20145  1.68362  0.2310
H  1.28349  2.24724  1.55203  0.1768
H  -0.35508  2.32507  0.64682  0.1865
H  1.93908  1.61342  -0.67040  0.4578
H  0.08321  0.33745  -1.25174  0.4137
H  -2.28187  -1.80947  -1.92871  0.5012

***

(two)
C4H9NO3 | ωB97M-V/def2-TZVPD

Its HOMO energy is -8.8 eV. The SMILES is CN1O[C@@H](O)[C@]1(C)O. As for the charge: 0. The value obtained for the molecular weight is 119.12 g mol⁻¹.

Each line ends with the natural charge from an NBO analysis.
CARTESIAN COORDINATES (ANGSTROEM)
C  1.50344  0.57130  -1.43032  -0.4366
N  0.40547  -0.19121  -0.89977  -0.1724
O  -0.88847  0.26005  -1.40620  -0.4143
C  -1.44075  0.32032  -0.09426  0.3349
O  -2.43774  -0.59100  0.14189  -0.6927
C  -0.03467  0.05140  0.50289  0.3276
C  0.12625  -1.18254  1.37355  -0.6346
O  0.54521  1.12919  1.15909  -0.6991
H  1.63551  0.28165  -2.47096  0.2153
H  1.35715  1.65715  -1.37839  0.1666
H  2.38503  0.29443  -0.85581  0.2199
H  -1.86299  1.30771  0.13136  0.1542
H  -2.17153  -1.44816  -0.21516  0.4803
H  1.12315  -1.17606  1.80343  0.2289
H  -0.00379  -2.08031  0.77781  0.2205
H  -0.60811  -1.15553  2.17388  0.2273
H  0.36682  1.95161  0.68698  0.4743

***

(three)
C4H9NO3 | ωB97M-V/def2-TZVPD

Its HOMO energy is -9.0 eV. As for the charge: 0. The value obtained for the molecular weight is 119.12 g mol⁻¹.

Each line ends with the natural charge from an NBO analysis.
CARTESIAN COORDINATES (ANGSTROEM)
C  1.33107  -1.59708  0.01311  0.5292
C  2.74305  -1.21870  -0.16729  -0.7267
O  0.57830  -1.77689  -1.00524  -0.3023
O  0.12034  -3.11139  -0.48258  -0.4735
H  0.90231  -1.72780  1.00016  0.1887
H  3.08939  -0.59037  0.65212  0.2444
H  2.88941  -0.73100  -1.13101  0.2471
H  3.33113  -2.14555  -0.16789  0.2666
C  -1.60856  2.04339  0.08595  -0.3313
N  -2.95670  1.62125  0.45055  -0.8158
C  -0.63886  0.88969  -0.05921  0.4344
O  0.46136  0.84976  0.44554  -0.5434
H  -2.96736  1.10263  1.32063  0.3621
H  -3.39157  1.05177  -0.26548  0.3632
H  -1.01335  0.02435  -0.64366  0.1260
H  -1.21831  2.74312  0.82668  0.2142
H  -1.65163  2.57282  -0.87238  0.2171

***

Need the numbers? Relative energies in kcal/mol: (one) 0.0; (two) 57.5; (three) 135.9.